1.
A cluster of 2 separate species, C22H29BClI2N2O6 in total. Source: the OMol25 dataset; level of theory: the ωB97M-V functional and the def2-TZVPD basis.

Values from the calculation:
LUMO: -3.834 eV
HOMO: -11.638 eV
Energy above the lowest of the compared OMol25 structures with the same formula, charge and spin: 13.24 kJ/mol
Strongest force on any atom: 1.912 eV/A
Frontier orbital gap: 7.805 eV
E: -67943.7001 eV

```
! wB97M-V def2-TZVPD RIJCOSX def2/J DEFGRID3
* xyz 1 1
C 1.14 1.53 2.19
H -1.16 0.32 -4.01
H 3.74 2.22 1.89
C 1.98 1.42 0.93
H 0.38 -5.83 3.22
C -0.30 -3.88 3.82
C 0.10 -5.28 4.11
H -0.64 3.66 0.74
H 0.45 0.60 -0.32
C 2.31 0.80 -1.38
O 2.20 -0.15 -5.81
C 3.31 1.82 0.98
C -0.23 -3.24 2.67
H -2.88 -2.87 -0.83
C 2.50 -0.48 -7.18
C 0.99 -0.48 -5.39
C -2.46 2.52 3.93
O -3.58 -2.65 0.90
C -0.61 -1.83 2.46
C 1.85 0.48 -8.15
H -2.75 -3.36 2.66
N -2.62 2.81 2.49
O 0.14 -1.05 -6.01
I -1.04 -2.81 5.48
O -1.08 2.82 0.56
H 2.13 1.51 -7.91
N -1.21 0.81 1.99
C -2.19 -0.12 2.01
O 0.87 -0.09 -4.11
H -3.03 3.23 4.52
H 3.58 -0.42 -7.26
B -1.63 2.25 1.66
C -2.80 4.27 2.29
C -3.08 -2.43 2.20
H -3.72 4.57 2.77
H -2.01 4.84 2.77
Cl 1.99 -1.30 2.80
H -2.87 4.53 1.24
C 4.14 1.71 -0.13
H 0.76 0.41 -8.10
C 3.65 1.18 -1.32
H 2.16 0.26 -9.17
C -0.41 -0.33 -3.54
H 1.80 1.31 3.03
H -3.90 -2.00 2.75
C -1.93 -1.44 2.23
H -0.72 -5.78 4.63
H -0.70 -1.37 -3.65
H 4.31 1.09 -2.17
I 0.49 -4.15 0.91
H 5.17 2.00 -0.08
H -1.43 2.53 4.27
H 1.89 0.39 -2.29
C 1.49 0.91 -0.27
H 2.21 -1.51 -7.38
H 0.77 2.54 2.36
H -3.20 0.23 1.83
O -2.48 -2.51 -0.02
H -0.34 -0.08 -2.49
C 0.37 -0.84 2.47
H 0.95 -5.29 4.80
C 0.07 0.50 2.23
H -2.87 1.54 4.18
*
```

Results of the Löwdin charge analysis, in e, for atoms 1 through 5: -0.090, 0.106, 0.116, -0.234, 0.030

***

2.
A structure of composition C22H29BIrN6O4PS2. Source: the OMol25 dataset; level of theory: the ωB97M-V functional and the def2-TZVPD basis.

Values from the calculation:
LUMO (spin up / spin down): -1.880 / -4.919 eV
HOMO (spin up / spin down): -8.451 / -10.607 eV
Strongest force on any atom: 1.861 eV/A
Frontier orbital gap (spin up / spin down): 6.571 / 5.689 eV
E: -74883.0382 eV

```
! wB97M-V def2-TZVPD RIJCOSX def2/J DEFGRID3
* xyz 1 6
O 1.11 -1.53 -2.72
C -1.12 2.03 2.03
N 1.43 0.13 5.36
C -1.83 0.01 -4.02
N 2.05 0.78 3.27
H -0.63 1.77 2.97
H 1.40 -4.65 2.46
C 2.78 1.05 -1.11
H 1.27 -5.65 -1.50
Ir 0.64 -0.69 1.02
H -3.09 -0.65 -5.61
H 5.21 4.00 -1.70
B 1.03 -0.38 -1.96
C -2.50 1.21 -0.28
N -3.81 0.79 2.38
C 1.37 -0.06 4.02
H -5.29 1.90 1.43
P -1.41 0.46 1.05
H 3.33 2.34 2.06
O -0.08 0.38 -2.29
N -2.36 2.74 2.29
C 1.71 -4.70 -1.20
H -2.37 -0.57 3.06
H 2.96 0.66 -3.19
N 1.99 0.73 1.97
C -2.22 -0.88 -5.01
H -2.76 1.60 4.00
O 1.39 -2.72 0.47
C 3.27 1.30 -2.37
C -1.50 -2.04 -5.27
C 0.01 -1.48 -3.56
C 1.59 -5.13 1.51
H 0.22 -3.26 -4.75
H 1.15 -0.64 5.95
C 4.06 2.92 -0.28
H 4.55 2.52 -3.60
H -4.12 2.58 3.39
C 4.53 3.17 -1.54
H -1.83 -2.70 -6.06
H -0.44 2.67 1.46
H -3.25 -1.06 1.61
H 1.58 -3.96 -1.98
C 3.17 1.83 0.02
H 2.66 -5.20 1.33
H -2.32 3.71 0.44
H 2.14 0.75 5.71
S 0.81 -4.09 0.25
H 2.76 -4.82 -0.96
O 1.91 -0.04 -0.96
C -4.45 1.25 1.15
H 4.35 3.56 0.54
H -1.87 1.81 -0.94
C -3.28 1.95 3.10
C 4.15 2.35 -2.61
C -3.02 3.15 1.06
H -2.38 0.92 -3.82
H -3.86 3.80 1.32
S 0.38 -1.38 3.45
H -2.94 0.40 -0.87
N -3.55 2.02 0.30
C -0.70 -0.32 -3.30
C 2.85 1.66 1.36
H 1.12 -6.12 1.48
C -2.80 -0.21 2.12
C -0.36 -2.37 -4.54
H -4.83 0.40 0.59
*
```

Results of the Löwdin charge analysis, in e, for atoms 1 through 5: 0.224, -0.301, 0.095, 0.013, -0.003

***

3.
A structure of composition C22H29Br2N4O8PW. Source: the OMol25 dataset; level of theory: the ωB97M-V functional and the def2-TZVPD basis.

Values from the calculation:
LUMO (spin up / spin down): -5.765 / -5.834 eV
HOMO (spin up / spin down): -12.745 / -12.850 eV
Energy above the lowest of the compared OMol25 structures with the same formula, charge and spin: 138.00 kJ/mol
Strongest force on any atom: 3.048 eV/A
Frontier orbital gap (spin up / spin down): 6.980 / 7.016 eV
E: -196814.6941 eV

```
! wB97M-V def2-TZVPD RIJCOSX def2/J DEFGRID3
* xyz 2 1
H -0.10 3.17 -4.50
C -2.09 -1.32 -2.71
H 3.84 2.07 -2.15
C 4.96 1.04 4.50
O 2.09 -0.57 0.68
H 3.80 2.75 5.06
H -1.76 2.61 -4.75
O 0.87 0.89 1.59
H -3.23 0.13 0.42
N -2.91 -0.45 -3.28
O 1.78 1.58 -0.69
C 3.46 1.08 -2.37
H -2.96 0.48 -2.89
H -1.63 -4.87 2.37
C -1.14 3.32 -4.19
C -1.00 -3.25 -2.21
H -3.14 -1.66 0.43
W 0.33 0.06 -0.13
Br 6.25 1.34 5.83
C -2.85 -0.74 0.94
H -0.87 -3.91 3.65
H 4.18 0.32 -2.04
H -2.10 -4.07 -4.52
H -3.69 -0.77 -3.84
N -1.23 -0.97 -1.71
C 3.05 0.57 2.57
O 1.40 -0.12 -1.92
C -2.73 -3.28 -4.11
H -2.35 4.97 -2.32
C -0.74 -0.16 4.43
H -0.65 -0.64 5.40
H -1.43 4.33 -4.48
H -0.29 1.25 -2.66
O -1.29 -2.92 1.85
H -3.66 -3.73 -3.74
N -2.00 -2.60 -3.05
H -1.45 0.66 4.50
H -3.22 -0.76 1.96
H -2.54 4.52 0.12
C 3.88 1.91 4.39
C 5.11 -0.05 3.65
C -0.56 -2.07 -1.40
N -0.89 1.73 -0.77
O -1.41 -0.65 0.98
O 0.29 -1.99 -0.50
P -0.50 -1.54 2.14
Br -1.74 2.39 1.83
C -2.04 3.82 -0.54
C -0.80 2.01 -2.08
C -1.30 3.13 -2.70
C 2.19 0.85 -1.65
H 0.23 0.22 4.12
O -1.26 -1.13 3.50
H 5.96 -0.70 3.75
H 3.31 0.94 -3.44
H 0.09 -4.43 2.24
H -0.18 -3.68 -2.78
C 2.02 0.29 1.60
H 2.07 2.33 3.32
C 2.92 1.67 3.43
C -0.89 -4.10 2.58
C 4.15 -0.27 2.67
H -2.96 -2.59 -4.92
H 4.24 -1.12 2.00
C -1.94 4.06 -1.89
H -1.43 -4.02 -1.57
C -1.51 2.66 -0.02
*
```

Results of the Löwdin charge analysis, in e, for atoms 1 through 5: 0.093, -0.343, 0.105, -0.676, -0.075